# 1
Here is a cluster of 2 separate species, C4H13N2O in total from the OMol25 dataset. Energies are from ωB97M-V/def2-TZVPD.

```
20
Properties=species:S:1:pos:R:3:lowdin_charge:R:1
C 2.247 -2.869 -1.058 -0.0057
C -1.574 3.244 0.209 0.0106
C -1.141 1.541 1.870 -0.0774
C -0.539 1.015 -0.417 -0.3357
N 0.761 -2.753 -0.840 0.1374
N -0.938 1.874 0.486 -0.2073
O -0.196 -0.155 -0.195 -0.0583
H 2.720 -3.897 -1.061 0.1360
H 2.472 -2.392 -1.942 0.0690
H 2.667 -2.200 -0.400 0.0699
H -1.693 3.287 -0.802 0.0370
H -2.536 3.454 0.824 0.1334
H -0.698 3.855 0.528 0.1101
H -2.172 1.003 1.753 0.1336
H -0.340 0.806 2.309 0.1193
H -1.199 2.381 2.629 0.1070
H -0.420 1.599 -1.421 0.1722
H 0.223 -3.134 -1.587 0.1477
H 0.505 -3.201 0.063 0.1765
H 0.454 -1.755 -0.534 0.1246
```

Summary:
**M**: 105.16 g/mol
**E_tot**: -344.6751 hartree
**Relative energy (zero: lowest compared OMol25 entry of this formula, charge and spin)**: 57.6 kcal per mole
**Spin multiplicity**: 1
**Gap between HOMO and LUMO**: 9.93 eV
**Net charge**: +1

***

# 2
Here is a structure of composition C28H36N6O14Sn from the OMol25 dataset. Energies are from ωB97M-V/def2-TZVPD.

```
85
Properties=species:S:1:pos:R:3:lowdin_charge:R:1
Sn 4.156 15.112 -3.353 0.9235
C 6.040 11.845 -3.365 -0.9594
O 5.986 12.924 -2.719 -0.1595
O 5.437 11.886 -4.430 -0.0896
O 6.406 10.764 -2.808 -0.0953
C 6.078 13.222 -8.223 -0.0144
C 5.921 13.664 -9.550 -0.0282
C 5.795 12.775 -10.686 -0.3575
C 5.716 11.412 -10.385 -0.0088
C 6.060 10.921 -9.060 0.0315
C 6.263 11.851 -8.034 -0.3596
O 6.573 11.290 -6.876 0.0398
O 5.706 13.062 -11.993 0.0385
H 6.176 14.025 -7.507 0.1026
H 5.916 14.717 -9.787 0.0907
H 5.435 10.651 -11.098 0.1056
H 6.055 9.846 -8.957 0.1135
H 6.075 11.699 -6.165 0.0492
H 6.234 13.861 -12.062 0.1002
C 3.432 10.563 -6.739 -0.0180
C 3.221 9.753 -7.844 0.0279
C 2.792 10.461 -9.018 -0.3215
C 2.467 11.819 -9.033 -0.0325
C 2.571 12.545 -7.834 -0.0113
C 3.135 11.932 -6.716 -0.3479
O 3.086 12.543 -5.516 -0.0352
O 2.620 9.858 -10.230 0.0168
H 3.658 10.066 -5.808 0.1020
H 3.554 8.726 -7.806 0.1124
H 2.099 12.347 -9.901 0.1106
H 2.339 13.600 -7.855 0.1060
H 3.889 12.190 -5.125 0.0116
H 2.788 10.497 -10.926 0.0875
C 0.829 10.046 -3.284 -0.0281
C 2.196 10.117 -3.137 -0.0083
C 2.932 8.949 -3.130 -0.3272
C 2.331 7.751 -3.444 -0.0103
C 0.914 7.647 -3.701 0.0300
C 0.207 8.847 -3.509 -0.3624
O -1.085 8.813 -3.884 0.0266
O 4.281 8.834 -2.847 0.0078
H 0.144 10.870 -3.152 0.1165
H 2.717 11.024 -2.867 0.1220
H 2.809 6.784 -3.392 0.1120
H 0.419 6.704 -3.879 0.1080
H -1.489 9.598 -4.260 0.1045
H 4.822 9.627 -2.820 0.0536
C 12.404 10.713 -1.274 -0.0300
C 11.167 11.293 -1.079 -0.0147
C 10.224 11.352 -2.114 -0.2599
C 10.528 10.682 -3.322 -0.0391
C 11.693 10.070 -3.515 -0.0410
C 12.637 10.077 -2.481 -0.3454
O 13.879 9.564 -2.723 0.0053
O 8.906 11.728 -1.937 0.0284
H 13.083 10.664 -0.436 0.1121
H 10.922 11.781 -0.147 0.1135
H 9.733 10.420 -4.005 0.1124
H 11.958 9.529 -4.411 0.1177
H 14.550 10.250 -2.711 0.0975
H 8.183 11.338 -2.435 0.0398
C 7.975 15.634 -3.226 -0.7881
O 8.260 15.219 -2.135 0.0848
N 7.256 16.707 -3.453 0.0917
N 7.831 15.014 -4.356 0.1553
H 6.822 16.844 -4.354 0.0668
H 7.207 17.473 -2.796 0.1087
H 7.681 14.015 -4.333 0.1131
H 7.552 15.549 -5.165 0.0996
C 7.859 8.250 -0.523 -0.8375
O 8.397 7.942 0.511 0.0207
N 8.245 7.915 -1.695 0.1843
N 6.793 8.964 -0.616 0.1768
H 7.668 8.176 -2.482 0.0972
H 9.082 7.359 -1.797 0.1238
H 6.271 9.229 0.207 0.1232
H 6.645 9.518 -1.446 0.0493
C 6.132 7.992 -6.020 -0.8036
O 6.459 7.584 -7.127 0.0014
N 6.938 8.719 -5.312 0.1971
N 5.063 7.670 -5.381 0.1828
H 6.622 8.914 -4.372 0.0766
H 7.708 9.181 -5.774 0.1166
H 4.749 6.723 -5.537 0.1235
H 4.620 8.287 -4.714 0.0635
```

Summary:
**M**: 799.34 g/mol
**E_tot**: -2684.7522 hartree
**Spin multiplicity**: 2
**Gap between HOMO and LUMO (spin up / spin down)**: 5.25 / 5.39 eV
**Expectation value of S²**: 0.76
**Net charge**: -1

***

# 3
Here is a cluster of 7 separate species, C40H52FN7O3S in total from the OMol25 dataset. Energies are from ωB97M-V/def2-TZVPD.

```
104
Properties=species:S:1:pos:R:3:lowdin_charge:R:1
C -3.898 1.554 3.209 -0.1218
C -2.621 0.714 3.095 -0.2754
C -2.445 0.113 1.693 -0.2196
C -1.269 -0.878 1.572 -0.2129
C -0.089 -0.331 0.763 -0.2188
C 0.681 0.777 1.494 -0.2031
C 1.884 1.306 0.710 -0.1849
C 1.470 2.321 -0.355 -0.1968
N 2.650 2.867 -1.059 -0.1887
C 3.168 2.049 -2.178 -0.2409
O 2.680 2.387 -3.437 -0.1735
C 1.356 1.954 -3.709 -0.0914
S 2.592 4.466 -1.377 0.6404
O 3.768 4.857 -2.089 -0.2324
O 1.277 4.916 -1.747 -0.2455
F 2.789 4.962 0.121 -0.1540
H -3.801 2.499 2.663 0.0741
H -4.121 1.797 4.252 0.0677
H -4.758 1.022 2.793 0.0457
H -1.756 1.354 3.311 0.0990
H -2.626 -0.082 3.845 0.0815
H -3.379 -0.390 1.416 0.0964
H -2.309 0.938 0.979 0.1104
H -0.918 -1.143 2.575 0.1020
H -1.618 -1.803 1.102 0.1036
H 0.612 -1.143 0.541 0.1115
H -0.470 0.063 -0.188 0.1066
H 1.021 0.379 2.457 0.1187
H -0.004 1.611 1.694 0.1061
H 2.593 1.808 1.377 0.1111
H 2.412 0.470 0.232 0.1033
H 0.794 1.868 -1.087 0.1091
H 0.927 3.140 0.120 0.1202
H 2.931 1.013 -1.908 0.1244
H 4.252 2.144 -2.203 0.0937
H 0.614 2.628 -3.265 0.0852
H 1.197 0.932 -3.338 0.0948
H 1.239 1.972 -4.792 0.0912
C 7.036 2.567 -2.454 -0.0793
C 6.586 3.149 -3.628 -0.0584
C 7.466 3.227 -4.699 -0.1513
N 8.716 2.770 -4.667 0.0501
C 9.131 2.212 -3.532 -0.1615
C 8.335 2.088 -2.403 -0.0752
H 6.388 2.489 -1.591 0.0908
H 5.584 3.548 -3.711 0.0922
H 7.151 3.678 -5.634 0.1021
H 10.153 1.849 -3.527 0.0991
H 8.726 1.626 -1.506 0.0934
C -8.139 0.503 6.070 -0.0812
C -8.282 -0.555 5.187 -0.0712
C -7.912 -0.368 3.862 -0.1618
N -7.428 0.780 3.390 0.0628
C -7.292 1.786 4.251 -0.1675
C -7.628 1.700 5.594 -0.0729
H -8.413 0.394 7.111 0.1039
H -8.668 -1.511 5.515 0.1012
H -7.987 -1.181 3.146 0.0640
H -6.879 2.704 3.845 0.1039
H -7.485 2.549 6.248 0.1002
C 7.723 -0.683 0.306 -0.0836
C 6.875 0.087 1.088 -0.0676
C 5.669 0.500 0.543 -0.1480
N 5.280 0.192 -0.694 0.0628
C 6.108 -0.534 -1.443 -0.1431
C 7.335 -0.997 -0.986 -0.0745
H 8.674 -1.024 0.696 0.1058
H 7.140 0.364 2.099 0.1015
H 4.978 1.103 1.123 0.0961
H 5.760 -0.725 -2.453 0.0730
H 7.974 -1.579 -1.637 0.1021
C -5.315 -4.381 4.484 -0.0742
C -4.022 -4.684 4.882 -0.0741
C -3.019 -3.762 4.625 -0.1489
N -3.228 -2.597 4.014 0.0703
C -4.474 -2.319 3.636 -0.1290
C -5.548 -3.172 3.848 -0.0814
H -6.126 -5.075 4.665 0.1062
H -3.792 -5.616 5.381 0.0996
H -1.996 -3.964 4.924 0.1032
H -4.625 -1.365 3.141 0.0921
H -6.537 -2.886 3.514 0.0713
C -8.097 -3.567 -1.432 -0.0778
C -7.073 -4.048 -0.631 -0.0667
C -6.907 -3.497 0.630 -0.1451
N -7.681 -2.530 1.117 0.0536
C -8.657 -2.071 0.336 -0.1444
C -8.906 -2.555 -0.940 -0.0690
H -8.259 -3.970 -2.423 0.1054
H -6.413 -4.833 -0.974 0.1022
H -6.115 -3.844 1.284 0.0913
H -9.267 -1.275 0.751 0.1058
H -9.713 -2.145 -1.530 0.1018
C 5.017 -1.685 -7.287 -0.0772
C 6.091 -2.028 -6.480 -0.0688
C 6.155 -1.487 -5.205 -0.1489
N 5.241 -0.655 -4.712 0.0543
C 4.218 -0.329 -5.499 -0.1332
C 4.060 -0.817 -6.787 -0.0658
H 4.931 -2.085 -8.289 0.1054
H 6.865 -2.697 -6.829 0.1016
H 6.981 -1.732 -4.545 0.1008
H 3.499 0.366 -5.078 0.0929
H 3.209 -0.517 -7.383 0.1019
```

Summary:
**M**: 729.97 g/mol
**E_tot**: -2662.4238 hartree
**SMILES**: CCCCCCCCN(COC)S(=O)(=O)F.c1ccncc1.c1ccncc1.c1ccncc1.c1ccncc1.c1ccncc1.c1ccncc1
**Spin multiplicity**: 1
**Gap between HOMO and LUMO**: 9.95 eV

***

# 4
Here is a cluster of 2 separate species, C8H8N4O4 in total from the OMol25 dataset. Energies are from ωB97M-V/def2-TZVPD.

```
24
Properties=species:S:1:pos:R:3:lowdin_charge:R:1
O 4.342 0.110 -1.602 0.0823
C 3.611 0.034 -0.650 -0.4901
C 3.376 1.009 0.415 0.0012
C 2.357 0.785 1.259 -0.1311
N 1.693 -0.370 1.429 0.1110
C 1.866 -1.427 0.543 -0.4946
O 1.357 -2.528 0.602 0.0785
N 2.822 -1.106 -0.445 0.1877
H 4.084 1.892 0.490 0.1384
H 2.043 1.496 2.053 0.1379
H 0.922 -0.401 2.122 0.1790
H 2.792 -1.841 -1.196 0.1890
O -4.488 -1.367 0.694 0.0688
C -3.741 -0.593 0.095 -0.3747
C -3.821 0.914 0.129 0.0334
C -2.638 1.611 -0.279 -0.0364
N -1.463 0.847 -0.561 0.0622
C -1.547 -0.434 -1.243 -0.5533
O -0.585 -0.875 -1.793 0.1007
N -2.692 -1.040 -0.878 0.1701
H -4.700 1.354 0.364 0.0571
H -2.420 2.632 -0.146 0.0929
H -0.493 1.382 -0.734 0.2013
H -2.677 -2.084 -0.669 0.1889
```

Summary:
**M**: 224.18 g/mol
**E_tot**: -829.6639 hartree
**Relative energy (zero: lowest compared OMol25 entry of this formula, charge and spin)**: 60.6 kcal per mole
**SMILES**: O=c1cc[nH]c(=O)[nH]1.O=c1cc[nH]c(=O)[nH]1
**Spin multiplicity**: 1
**Gap between HOMO and LUMO**: 9.46 eV

***

# 5
Here is a cluster of 7 separate species, C25H33F6O20P in total from the OMol25 dataset. Energies are from ωB97M-V/def2-TZVPD.

```
85
Properties=species:S:1:pos:R:3:lowdin_charge:R:1
O 0.218 3.371 2.489 0.1576
C -0.862 2.923 2.658 -0.5568
O -1.378 2.570 3.862 0.0800
C -2.751 2.216 3.670 -0.0413
C -2.776 1.842 2.211 -0.3070
F -3.967 2.141 1.631 0.0726
O -1.772 2.680 1.654 0.0880
H -3.383 3.080 3.881 0.1462
H -3.038 1.395 4.323 0.1441
H -2.530 0.797 2.010 0.1520
O 4.815 1.321 -1.781 0.1599
C 4.554 2.471 -1.627 -0.5405
O 3.581 2.932 -0.811 0.0492
C 3.666 4.366 -0.789 -0.0303
C 4.372 4.650 -2.091 -0.3049
F 5.164 5.744 -2.009 0.0825
O 5.187 3.497 -2.257 0.1386
H 4.253 4.680 0.074 0.1522
H 2.678 4.817 -0.728 0.1164
H 3.710 4.750 -2.953 0.1751
O 9.864 0.856 -4.630 0.1822
C 8.791 0.384 -4.471 -0.5461
O 8.296 -0.034 -3.279 0.0746
C 6.926 -0.408 -3.480 -0.0534
C 6.899 -0.710 -4.957 -0.3165
F 5.697 -0.413 -5.512 0.0711
O 7.878 0.174 -5.470 0.1287
H 6.279 0.428 -3.217 0.1120
H 6.662 -1.265 -2.866 0.1423
H 7.167 -1.736 -5.217 0.1707
O -4.859 -2.308 7.467 0.1849
C -4.324 -2.848 6.561 -0.5463
O -4.490 -2.517 5.254 0.0697
C -3.571 -3.301 4.483 -0.0656
C -3.319 -4.474 5.396 -0.3144
F -2.060 -4.958 5.258 0.0758
O -3.456 -3.898 6.683 0.1324
H -2.667 -2.722 4.297 0.1342
H -4.007 -3.588 3.531 0.1339
H -4.031 -5.295 5.289 0.1734
O 0.890 6.115 0.060 0.1767
C -0.289 6.140 -0.040 -0.5361
O -1.124 6.847 0.765 0.0770
C -2.450 6.734 0.230 -0.0465
C -2.355 5.460 -0.569 -0.3126
F -3.151 5.488 -1.666 0.0764
O -1.000 5.457 -0.985 0.1337
H -2.663 7.597 -0.403 0.1456
H -3.190 6.685 1.025 0.1405
H -2.558 4.552 0.002 0.1568
O -2.834 -8.423 -2.481 0.1937
C -2.923 -7.248 -2.399 -0.5389
O -3.743 -6.588 -1.537 0.0743
C -3.456 -5.191 -1.645 -0.0640
C -2.852 -5.100 -3.025 -0.3121
F -1.915 -4.119 -3.102 0.0681
O -2.220 -6.357 -3.167 0.1338
H -2.751 -4.903 -0.863 0.1305
H -4.363 -4.600 -1.541 0.1332
H -3.576 -4.965 -3.830 0.1740
C -3.287 -1.538 -0.399 0.0451
C -2.566 -2.096 0.781 -0.5751
O -2.789 -1.686 1.857 0.1327
O -1.689 -3.105 0.594 -0.0242
C -0.307 -2.644 0.678 -0.1395
C 0.307 -2.534 -0.712 -0.1415
C 0.926 -1.158 -1.021 -0.1940
C 0.084 0.036 -0.557 -0.2603
C 0.902 1.129 0.163 -0.4510
P 1.817 0.647 1.694 0.8391
H -2.654 -0.960 -1.059 0.0881
H -3.733 -2.349 -0.966 0.0731
H -4.089 -0.904 -0.068 0.0876
H -0.256 -1.717 1.228 0.0775
H 0.212 -3.372 1.276 0.1243
H -0.378 -2.828 -1.487 0.0961
H 1.108 -3.261 -0.763 0.1103
H 1.011 -1.085 -2.097 0.1071
H 1.940 -1.128 -0.655 0.0800
H -0.312 0.514 -1.448 0.1063
H -0.773 -0.246 0.040 0.0653
H 0.223 1.939 0.356 0.0375
H 1.650 1.503 -0.519 0.0512
H 2.830 -0.219 1.231 -0.1063
H 0.932 -0.128 2.486 -0.1113
```

Summary:
**M**: 798.48 g/mol
**E_tot**: -3417.8137 hartree
**Relative energy (zero: lowest compared OMol25 entry of this formula, charge and spin)**: 13.9 kcal per mole
**SMILES**: O=C1OC[C@@H](F)O1.O=C1OC[C@@H](F)O1.O=C1OC[C@@H](F)O1.O=C1OC[C@@H](F)O1.O=C1OC[C@@H](F)O1.O=C1OC[C@@H](F)O1.CC(=O)OCCCCCP
**Spin multiplicity**: 1
**Gap between HOMO and LUMO**: 8.72 eV

***

# 6
Here is the molecule C18H14O2 from the OMol25 dataset. Energies are from ωB97M-V/def2-TZVPD.

```
34
Properties=species:S:1:pos:R:3:lowdin_charge:R:1
O 5.425 -3.479 0.807 0.0626
C 4.337 -3.111 0.444 -0.2307
C 3.509 -2.105 1.119 -0.1928
C 3.971 -1.489 2.285 -0.0278
C 3.186 -0.545 2.912 -0.0660
C 1.944 -0.199 2.398 -0.0084
C 1.474 -0.807 1.236 -0.2562
O 0.283 -0.546 0.644 -0.0341
C -0.568 0.435 1.214 -0.1525
C -1.798 0.559 0.353 -0.1399
C -3.022 0.212 0.863 -0.0295
C -4.189 0.327 0.095 -0.0711
C -4.122 0.787 -1.188 -0.0317
C -2.883 1.148 -1.757 -0.1615
C -2.797 1.620 -3.084 -0.0353
C -1.593 1.964 -3.629 -0.0812
C -0.420 1.849 -2.868 -0.0730
C -0.470 1.396 -1.579 -0.0155
C -1.697 1.033 -0.982 -0.1070
C 2.268 -1.762 0.601 0.0519
H 3.868 -3.531 -0.469 0.1239
H 4.938 -1.768 2.673 0.1154
H 3.533 -0.063 3.814 0.1076
H 1.353 0.542 2.912 0.1049
H -0.859 0.135 2.230 0.1309
H -0.048 1.403 1.270 0.1376
H -3.097 -0.155 1.877 0.1119
H -5.137 0.047 0.530 0.1034
H -5.015 0.879 -1.789 0.1117
H -3.706 1.703 -3.661 0.1109
H -1.534 2.324 -4.646 0.1023
H 0.527 2.120 -3.310 0.1036
H 0.444 1.303 -1.014 0.1091
H 1.893 -2.226 -0.299 0.1266
```

Summary:
**M**: 262.31 g/mol
**E_tot**: -844.7951 hartree
**Relative energy (zero: lowest compared OMol25 entry of this formula, charge and spin)**: 4.0 kcal per mole
**SMILES**: O=Cc1cccc(OCc2cccc3ccccc23)c1
**Spin multiplicity**: 1
**Gap between HOMO and LUMO**: 8.64 eV